Entry 1:
Below is a molecular structure, C53H77F19NO15P3, with properties calculated with the ωB97M-V functional and the def2-TZVPD basis.

Each line ends with the Mulliken charge.
Element x y z (Å)
C: -1.60 0.89 1.59  -0.9142
C: -0.79 1.33 0.40  -0.3803
C: -0.62 0.28 -0.74  0.3814
N: 0.65 -0.52 -0.75  1.6410
C: 0.75 -1.45 0.53  -0.7301
C: 1.84 0.48 -0.83  0.5296
C: 3.09 -0.23 -1.31  0.3024
C: 2.47 -1.41 -2.09  -0.3384
C: 0.96 -1.32 -2.05  -0.7247
H: -1.88 1.59 2.38  0.5632
H: -1.08 0.08 2.10  0.7246
H: -2.55 0.40 1.37  -0.6721
H: 0.17 1.71 0.76  0.6752
H: -1.32 2.16 -0.05  -0.7472
H: -0.80 0.72 -1.72  -0.7930
H: -1.43 -0.44 -0.69  0.3672
H: 0.95 -0.93 1.46  0.5190
H: 1.59 -2.15 0.54  1.0255
H: -0.19 -1.98 0.66  0.1552
H: 2.02 0.79 0.20  -0.6641
H: 1.56 1.32 -1.45  -0.3589
H: 3.75 -0.43 -0.47  -0.4513
H: 3.82 0.34 -1.90  0.7625
H: 2.98 -2.37 -1.95  -1.3004
H: 2.70 -1.14 -3.12  0.6968
H: 0.25 -2.15 -2.03  -0.6669
H: 0.78 -0.56 -2.81  -1.0321
P: -1.05 1.58 -3.84  1.3486
F: 0.32 2.42 -3.65  -0.4263
F: -0.27 0.91 -5.11  -0.5204
F: -0.53 0.31 -3.02  -0.5100
F: -2.33 0.65 -3.98  -0.0566
F: -1.52 2.17 -2.35  0.2165
F: -1.61 2.80 -4.71  -0.4738
P: 4.35 -2.21 0.48  1.4279
F: 2.78 -2.21 0.52  -1.1136
F: 4.29 -1.88 -1.09  -0.4878
F: 4.69 -0.68 0.54  -0.5348
F: 5.94 -2.57 0.49  -0.5798
F: 4.21 -2.37 2.04  -0.0168
F: 4.15 -3.71 0.27  -0.3139
P: -3.00 -2.05 0.99  1.1451
F: -3.70 -0.62 0.64  -0.7367
F: -2.98 -2.34 -0.63  -0.3358
F: -1.50 -1.42 0.99  -0.8814
F: -2.23 -3.43 1.37  -0.3791
F: -3.15 -1.81 2.63  -0.0078
F: -4.41 -2.82 1.00  -0.5116
C: 0.21 3.44 0.67  -0.6683
O: 0.88 4.42 -0.20  -0.4320
C: 1.90 3.90 -0.93  0.5547
O: 2.28 2.72 -0.92  -0.7041
O: 2.23 4.80 -1.85  -0.4354
C: 3.35 4.57 -2.70  -0.7930
H: 0.07 2.57 0.04  0.2294
H: -0.77 3.84 0.93  0.6772
H: 0.81 3.24 1.56  -0.1129
H: 3.47 5.34 -3.46  0.3520
H: 3.30 3.63 -3.26  0.2420
H: 4.29 4.57 -2.16  0.2938
C: 4.43 -5.93 -2.06  -0.8798
O: 4.36 -4.56 -2.37  -0.1430
C: 5.23 -3.64 -1.71  1.0076
O: 6.11 -3.83 -0.81  -0.6352
O: 5.34 -2.47 -2.45  -0.3478
C: 4.29 -1.96 -3.15  -1.0317
H: 4.28 -6.15 -1.00  0.2981
H: 5.32 -6.38 -2.48  0.3010
H: 3.60 -6.34 -2.64  0.3322
H: 4.46 -2.14 -4.22  0.1818
H: 4.30 -0.88 -3.05  0.5951
H: 3.35 -2.38 -2.80  1.1150
C: -1.54 -3.05 -1.39  -0.5192
O: -2.30 -2.34 -2.40  -0.2093
C: -1.85 -1.65 -3.47  0.3194
O: -2.60 -1.16 -4.34  -0.5617
O: -0.49 -1.72 -3.55  0.1684
C: 0.27 -1.29 -4.63  -1.2646
H: -2.00 -3.96 -0.99  0.6369
H: -1.32 -2.34 -0.60  -0.2833
H: -0.57 -3.35 -1.78  0.6112
H: -0.42 -1.20 -5.47  0.5152
H: 1.08 -1.94 -4.97  0.2682
H: 0.65 -0.27 -4.51  0.6026
C: -3.28 -0.14 2.74  -0.4339
O: -2.88 0.61 3.85  -0.3396
C: -3.61 1.74 4.23  0.8668
O: -4.57 2.22 3.62  -0.6496
O: -3.19 2.13 5.46  -0.2652
C: -4.01 2.96 6.31  -0.7882
H: -3.39 0.62 1.97  1.3564
H: -4.11 -0.81 2.95  0.4463
H: -2.42 -0.72 2.40  0.0368
H: -5.06 2.67 6.29  0.3171
H: -3.76 4.01 6.24  0.2824
H: -3.76 2.67 7.34  0.3148
C: -5.62 -1.33 -1.02  -0.1846
O: -5.27 -0.91 -2.32  -0.3890
C: -4.16 -0.29 -2.63  0.2654
O: -3.81 -0.22 -3.82  -0.4321
O: -3.49 -0.06 -1.53  0.1612
C: -2.43 0.83 -1.49  -1.1523
H: -6.36 -2.12 -1.17  0.2686
H: -6.09 -0.56 -0.41  0.2675
H: -4.88 -1.75 -0.34  0.1699
H: -2.52 1.47 -2.37  1.1201
H: -1.61 0.13 -1.61  -0.0533
H: -2.38 1.31 -0.51  1.1616
F: 2.17 4.38 3.57  -0.5130
C: 2.51 3.21 3.06  -0.2999
C: 2.78 2.18 3.88  -0.1522
C: 3.15 0.95 3.41  -1.5321
C: 3.24 0.78 2.04  0.2944
C: 2.97 1.83 1.13  -0.4114
C: 2.63 3.04 1.68  -1.1108
H: 2.59 2.33 4.94  0.5046
H: 3.39 0.09 4.02  0.5064
H: 3.52 -0.20 1.66  0.7397
H: 3.06 1.67 0.07  0.9665
H: 2.55 3.88 1.02  1.0070
C: -2.44 4.63 3.80  -1.5467
C: -2.78 3.96 2.66  -0.1779
C: -1.98 2.95 2.20  0.8756
C: -0.76 2.66 2.82  2.4998
C: -0.35 3.42 3.91  -0.9031
C: -1.19 4.37 4.39  -1.4788
H: -3.14 5.36 4.19  0.3872
H: -3.70 4.01 2.09  0.5695
H: -2.30 2.39 1.34  0.9528
H: -0.18 1.85 2.41  -0.0759
H: 0.58 3.23 4.42  0.2606
H: -0.87 5.01 5.20  0.4046
C: -2.01 5.12 -2.14  -0.8076
C: -1.56 4.16 -1.21  0.4199
C: -2.41 3.53 -0.33  1.7375
C: -3.77 3.76 -0.38  -0.4030
C: -4.23 4.73 -1.28  -1.4646
C: -3.37 5.36 -2.22  -0.8743
H: -1.41 5.48 -2.97  0.3599
H: -0.53 3.82 -1.14  -0.1944
H: -2.01 2.79 0.35  -2.6982
H: -4.53 3.31 0.26  0.6874
H: -5.27 4.98 -1.43  0.3108
H: -3.82 5.99 -2.98  0.3749
C: 1.43 -4.56 -2.32  -0.7384
C: 0.35 -5.38 -2.04  -0.4154
C: 0.10 -5.65 -0.72  -1.3127
C: 0.77 -5.02 0.34  -0.7318
C: 1.91 -4.26 0.09  -0.0193
C: 2.19 -4.08 -1.25  1.1533
H: 1.58 -4.30 -3.36  0.3705
H: -0.25 -5.73 -2.87  0.2405
H: -0.75 -6.27 -0.48  0.3868
H: 0.34 -5.17 1.33  0.4419
H: 2.47 -3.83 0.91  1.1380
H: 3.08 -3.53 -1.53  0.5220
C: 0.13 -3.45 2.25  -0.7905
C: -0.36 -2.21 2.56  -0.7314
C: 0.59 -1.18 2.93  -1.4458
C: 1.96 -1.37 2.81  -0.3472
C: 2.39 -2.67 2.54  -1.7295
C: 1.48 -3.65 2.30  -1.0944
H: -0.42 -4.35 2.00  0.7725
H: -1.43 -2.16 2.41  1.6076
H: 0.20 -0.20 3.17  0.3737
H: 2.68 -0.61 3.08  1.3957
H: 3.42 -2.99 2.56  0.9291
H: 1.75 -4.70 2.20  1.3602

Summary:
- Spin multiplicity: 1
- Highest occupied orbital energy: -0.0649 Eh
- Charge: -2
- Lowest unoccupied orbital energy: 0.140 hartree
- E_tot: -6168.0367 a.u.

***

Entry 2:
Below is C22H27N5O3 in the gas phase, with properties calculated with the ωB97M-V functional and the def2-TZVPD basis.

Each line ends with the Mulliken charge.
Element x y z (Å)
C: 6.48 0.79 0.52  -1.8517
C: 5.06 1.24 0.69  0.9733
C: 4.61 1.70 1.92  -0.5998
C: 3.30 2.13 2.08  -0.7828
C: 2.44 2.13 1.01  -0.5763
C: 2.85 1.68 -0.24  1.1567
C: 1.90 1.70 -1.40  -1.6303
C: 4.16 1.22 -0.38  0.3956
O: 4.58 0.75 -1.63  -0.6207
C: 4.61 -0.66 -1.76  -0.8131
C: 3.30 -1.27 -1.40  0.2499
C: 2.74 -1.55 -0.18  0.1482
C: 1.44 -2.00 -0.51  0.3954
C: 0.46 -2.47 0.51  0.5420
O: 0.87 -3.00 1.53  -0.6994
N: -0.86 -2.28 0.27  0.1209
C: -1.45 -1.53 -0.81  -1.2872
C: -2.07 -0.25 -0.24  -0.4469
N: -3.07 -0.60 0.75  0.3445
C: -3.80 0.58 1.22  -0.8659
C: -4.58 1.20 0.12  0.4515
N: -4.45 2.43 -0.30  -0.7420
C: -5.35 2.59 -1.30  -0.6192
C: -6.04 1.43 -1.49  -0.2227
N: -5.54 0.54 -0.58  0.2902
C: -5.96 -0.82 -0.39  -0.8856
C: -2.45 -1.33 1.84  -0.6599
C: -1.82 -2.61 1.30  -1.0896
N: 1.26 -1.99 -1.81  -0.7072
O: 2.41 -1.55 -2.36  -0.2262
H: 6.79 0.90 -0.51  0.3721
H: 6.59 -0.25 0.82  0.2858
H: 7.13 1.39 1.15  0.5117
H: 5.29 1.71 2.76  0.4425
H: 2.97 2.48 3.05  0.4088
H: 1.43 2.49 1.12  0.4570
H: 2.42 1.47 -2.33  0.3419
H: 1.10 0.98 -1.25  -0.0110
H: 1.45 2.69 -1.49  0.6003
H: 4.83 -0.84 -2.82  0.3749
H: 5.39 -1.09 -1.13  0.3036
H: 3.16 -1.45 0.79  0.5656
H: -0.71 -1.31 -1.57  0.6859
H: -2.24 -2.14 -1.26  0.1946
H: -2.55 0.32 -1.04  0.4755
H: -1.27 0.38 0.20  0.2024
H: -4.48 0.25 2.02  0.4478
H: -3.13 1.35 1.64  0.3065
H: -5.44 3.52 -1.81  0.4284
H: -6.81 1.16 -2.18  0.4063
H: -5.11 -1.41 -0.05  0.2927
H: -6.76 -0.88 0.34  0.2643
H: -6.32 -1.23 -1.34  0.3379
H: -3.21 -1.58 2.58  0.4382
H: -1.67 -0.73 2.35  0.3129
H: -1.29 -3.15 2.10  0.4929
H: -2.59 -3.25 0.87  0.3190

Summary:
- Spin multiplicity: 1
- Highest occupied orbital energy: -0.3180 Eh
- Lowest unoccupied orbital energy: 0.025 hartree
- Energy above the lowest of the compared OMol25 structures with the same formula, charge and spin: 311.2 kJ/mol
- E_tot: -1353.9969 a.u.

***

Entry 3:
Below is C17H20BrFN6O2 in the gas phase, with properties calculated with the ωB97M-V functional and the def2-TZVPD basis.

Each line ends with the Mulliken charge.
Element x y z (Å)
O: -1.92 1.39 0.71  -0.6459
C: -1.11 2.29 0.82  0.2102
N: -0.66 2.75 2.01  0.0805
C: -1.06 2.12 3.26  -1.0105
C: -0.55 0.68 3.34  -0.6151
C: 0.96 0.58 3.30  0.5842
F: 1.47 1.02 4.51  -0.4171
C: 1.48 -0.83 3.07  -1.1222
N: 1.27 -1.22 1.69  0.8565
C: 0.21 -1.84 1.12  0.0227
C: 0.50 -1.85 -0.22  -0.4746
C: -0.29 -2.43 -1.35  1.0224
C: 0.05 -3.87 -1.65  -0.4118
C: -0.30 -4.51 -2.96  -0.7762
C: 1.14 -4.20 -2.63  -0.5118
C: -1.71 -1.95 -1.50  -0.5822
C: -0.65 -1.49 -2.46  -0.7440
N: 1.70 -1.23 -0.39  -0.2136
N: 2.17 -0.87 0.76  -0.9556
C: -0.44 2.89 -0.39  0.1945
N: 0.44 2.07 -0.99  -0.3506
C: 1.05 2.55 -2.06  -0.3453
N: 0.87 3.75 -2.60  -0.6428
C: -0.01 4.55 -2.01  0.8470
O: -0.22 5.76 -2.54  -0.4719
C: -0.70 4.16 -0.86  0.0856
Br: -1.94 5.31 -0.05  -0.1082
H: 0.00 3.51 2.02  0.2941
H: -0.66 2.72 4.08  0.4453
H: -2.15 2.12 3.34  0.3277
H: -0.89 0.21 4.26  0.4734
H: -0.97 0.12 2.50  0.3223
H: 1.39 1.23 2.52  0.2340
H: 2.55 -0.87 3.27  0.3849
H: 0.98 -1.54 3.72  0.3182
H: -0.63 -2.19 1.68  0.4586
H: -0.01 -4.51 -0.77  0.5393
H: -0.61 -5.55 -2.94  0.2721
H: -0.80 -3.92 -3.71  0.2018
H: 1.60 -3.36 -3.14  0.2212
H: 1.80 -5.02 -2.41  0.2971
H: -2.43 -2.68 -1.86  0.2737
H: -2.09 -1.23 -0.79  0.2600
H: -0.30 -0.47 -2.37  0.0187
H: -0.66 -1.87 -3.47  0.2939
H: 1.76 1.89 -2.54  0.4835
H: 0.35 5.83 -3.32  0.3758

Summary:
- Spin multiplicity: 1
- Highest occupied orbital energy: -0.3369 Eh
- Lowest unoccupied orbital energy: 0.014 hartree
- Energy above the lowest of the compared OMol25 structures with the same formula, charge and spin: 37.2 kJ/mol
- E_tot: -3812.6631 a.u.